Entry from the OMol25 dataset: a cluster of 3 separate species, C8H16Cl2N2O6S in total (the ωB97M-V functional and the def2-TZVPD basis).

- structure (SMILES) = O=S1(=O)O[C@@H](Cl)[C@@H](Cl)O1.CNC(C)=O.CNC(C)=O
- orbital gap (eV) = 9.75

```
! RIJCOSX wB97M-V def2-TZVPD def2/J DEFGRID3
* xyz 0 1
Cl -6.72 1.20 0.11
Cl -5.06 3.45 -0.30
S -3.01 1.24 1.02
O -2.10 -2.56 -0.21
O -2.40 1.55 -0.19
O -4.45 0.53 0.93
O -2.21 0.80 2.08
O 2.78 -0.30 -2.88
O -3.55 2.69 1.56
N 4.63 0.38 -1.83
N -0.44 -3.37 1.05
C 2.55 1.63 -1.48
C -0.91 -2.59 0.04
C 3.31 0.49 -2.12
C -5.50 1.33 1.42
C -4.91 2.83 1.40
C 0.93 -3.53 1.50
C 0.09 -1.77 -0.73
C 5.44 1.22 -0.96
H 6.25 1.66 -1.54
H 5.08 -0.40 -2.29
H 1.61 -2.93 0.91
H -1.17 -3.88 1.53
H 5.86 0.61 -0.16
H 1.00 -3.24 2.55
H 0.60 -1.07 -0.07
H 2.97 2.59 -1.78
H 1.51 1.59 -1.80
H 4.85 2.02 -0.52
H -5.28 3.50 2.14
H -0.43 -1.20 -1.50
H 0.82 -2.42 -1.22
H 1.21 -4.58 1.41
H -5.95 1.01 2.33
H 2.58 1.53 -0.39
*
```

---

Entry from the OMol25 dataset: an isolated molecule of C3H7BO2 (the ωB97M-V functional and the def2-TZVPD basis).

- energy above the lowest of the compared OMol25 structures with the same formula, charge and spin (kcal/mol) = 74.4
- structure (SMILES) = BCOC(C)=O
- orbital gap (eV) = 10.11

```
! RIJCOSX wB97M-V def2-TZVPD def2/J DEFGRID3
* xyz 0 1
O -1.70 1.77 0.00
O -0.69 0.09 -0.97
C 0.20 -1.04 -0.79
C 0.61 1.59 0.50
C -0.69 1.15 -0.12
B -0.47 -1.95 0.32
H 1.30 0.79 0.75
H 1.11 2.24 -0.22
H -1.49 -2.51 0.08
H 1.22 -0.73 -0.57
H 0.38 2.17 1.39
H 0.22 -1.55 -1.76
H 0.02 -2.02 1.41
*
```

---

Entry from the OMol25 dataset: a structure of composition C20H18F4N5SbSe4Zn (the ωB97M-V functional and the def2-TZVPD basis).

- energy above the lowest of the compared OMol25 structures with the same formula, charge and spin (kcal/mol) = 24.4
- orbital gap (eV) = 4.98

```
! RIJCOSX wB97M-V def2-TZVPD def2/J DEFGRID3
* xyz -2 1
Sb -0.65 0.89 -3.16
Se 1.41 -0.10 -4.42
Se 2.16 1.98 -3.61
Se -2.28 -0.85 -1.57
Se -2.13 1.75 -4.85
Zn -0.43 0.06 -0.46
F -0.26 -1.79 1.41
F 2.83 1.55 2.90
F 3.68 -0.11 4.71
F 0.75 -3.46 3.19
N 9.21 -1.45 -4.93
N -1.33 2.36 0.02
N 1.24 -1.21 -1.05
N 3.10 -1.84 -2.05
N 0.66 0.77 1.06
C 4.79 -0.53 -3.19
C 1.21 -0.01 2.00
C 0.77 -1.35 2.17
C 6.86 -1.57 -3.84
C 8.16 -1.50 -4.46
C 6.04 -0.45 -3.78
C 1.27 -2.21 3.11
C 0.82 2.21 1.22
C 2.23 -2.92 -2.11
C -2.11 3.07 -0.98
C 4.37 -1.74 -2.66
C -2.08 2.20 1.24
C 2.43 -0.83 -1.43
C 2.22 0.33 2.93
C 5.18 -2.87 -2.72
C -0.02 2.96 0.20
C 6.42 -2.79 -3.32
C 2.26 -1.84 4.00
C 1.09 -2.51 -1.50
C 2.71 -0.55 3.88
H 2.85 0.15 -1.29
H 6.36 0.49 -4.21
H 0.54 2.51 2.24
H -1.54 1.57 1.95
H -2.30 3.17 1.71
H 1.86 2.53 1.07
H 2.49 -3.83 -2.62
H -2.45 4.04 -0.59
H -1.52 3.25 -1.87
H 7.06 -3.66 -3.37
H 0.48 2.94 -0.77
H -3.02 1.70 1.00
H -2.97 2.46 -1.26
H 4.13 0.34 -3.19
H 2.64 -2.52 4.75
H 0.16 -3.03 -1.35
H -0.09 4.02 0.52
H 4.84 -3.80 -2.29
*
```